[1]
112
Properties=species:S:1:pos:R:3:forces:R:3:mulliken_charge:R:1 method="wB97M-V/def2-TZVPD" largest_force_ev_per_a=2.0 total_charge=-1 total_energy_ev=-71181.694 molar_mass_g_mol=705.69
Li 3.0046 1.8278 0.7325 -0.7 0.1 0.0 0.853
C -1.0406 1.4658 0.0324 0.2 0.1 -0.5 0.882
C -1.7866 0.7371 -0.9722 -0.1 0.6 1.3 0.064
C -1.0315 -0.0524 -2.0337 1.1 0.0 -0.5 -0.985
O -1.5856 -0.5444 -3.0195 -0.9 -0.2 -0.2 -0.581
C 0.3753 -0.0936 -1.9107 0.6 0.1 0.9 0.290
C 1.0714 0.6545 -0.9627 0.7 0.6 -0.9 -0.409
C 0.3085 1.5175 0.0562 1.1 -0.8 0.7 0.829
O 1.0190 2.0945 0.9856 -0.1 -0.1 -0.5 -0.256
O 2.3701 0.7484 -0.9932 -0.9 -0.1 0.6 -0.355
O -2.9958 0.7443 -0.8985 -0.8 -0.3 -0.7 -0.716
H -1.5950 1.9732 0.8066 -0.2 0.0 0.0 -0.215
H 0.9399 -0.6569 -2.6465 -0.1 0.0 -0.1 0.720
C -3.4945 2.3489 6.9553 1.0 0.2 1.1 -0.732
O -4.3524 2.0436 5.9402 -1.0 -0.5 -0.7 -0.261
C -4.9133 3.1656 5.3580 0.0 1.3 -1.0 -0.426
C -5.7122 2.8067 4.1188 -0.8 -0.9 0.8 -0.651
O -4.9993 2.0429 3.2061 -0.3 -0.2 -0.4 -0.336
C -3.9661 2.7605 2.5605 -0.3 -0.2 0.0 -0.478
H -2.8825 1.4631 7.1028 0.2 0.0 0.2 0.211
H -3.9908 2.6011 7.9064 -0.2 -0.1 -0.1 0.300
H -2.8530 3.2101 6.7207 0.1 -0.1 -0.2 0.330
H -4.1122 3.8426 5.0067 0.0 0.0 0.4 0.340
H -5.5627 3.7321 6.0462 0.1 -0.1 0.1 0.366
H -6.1634 3.6967 3.6573 0.3 0.2 0.1 0.386
H -6.5507 2.1841 4.4623 0.1 0.0 -0.2 0.328
H -4.3527 3.7342 2.2355 0.3 0.2 0.2 0.304
H -3.7108 2.2179 1.6563 0.1 -0.2 0.0 0.271
H -3.1082 2.8053 3.2318 0.2 0.4 -0.2 0.177
C -0.6871 -3.9987 5.4536 0.2 1.1 -0.4 -0.712
O -0.9670 -2.5995 5.3856 -0.8 -1.0 0.4 -0.297
C 0.1517 -1.8104 5.3121 1.3 1.5 0.3 -0.548
C 0.7391 -1.7790 3.9182 1.1 -0.3 0.1 -0.431
O -0.2735 -1.4743 3.0187 -0.4 -0.6 -0.4 -0.423
C -0.0393 -1.9923 1.7327 0.2 0.6 -1.0 -0.786
H -1.6168 -4.4743 5.1692 0.0 -0.4 0.2 0.240
H -0.3337 -4.2630 6.4544 -0.2 -0.2 0.0 0.285
H 0.0974 -4.2372 4.7274 -0.1 -0.3 0.1 0.303
H 0.9414 -2.1069 6.0250 0.0 -0.2 -0.1 0.365
H -0.0974 -0.7897 5.6111 -0.4 0.0 -0.1 0.294
H 1.2338 -2.7571 3.7687 -0.5 0.0 -0.6 0.505
H 1.5639 -1.0698 3.7512 -0.1 0.2 0.6 0.154
H 0.8144 -1.4993 1.2295 0.1 -0.2 0.4 0.217
H -0.8791 -1.7410 1.0827 -0.2 -0.2 0.3 0.221
H 0.1153 -3.0741 1.7527 0.0 0.0 0.0 0.442
C -0.3115 -4.5009 -2.4139 -1.1 0.2 0.3 -0.469
O 0.8261 -5.1611 -2.8280 0.7 -0.6 -0.4 -0.356
C 1.8007 -5.2621 -1.8082 -1.1 -0.2 -0.5 -0.215
C 2.9693 -5.9203 -2.4599 0.2 0.2 0.6 -0.812
O 3.2787 -5.1802 -3.5986 -0.1 0.3 -0.1 -0.293
C 4.1460 -5.8641 -4.4150 1.5 0.1 -1.0 -0.962
H -0.1167 -3.4425 -2.2586 0.0 0.3 0.2 0.028
H -0.7269 -4.9764 -1.5169 0.0 0.2 0.3 0.378
H -1.0857 -4.5907 -3.1725 0.2 0.1 -0.3 0.230
H 1.3833 -5.9420 -1.0472 0.3 0.4 0.4 0.457
H 2.0321 -4.2584 -1.4284 0.1 -0.2 0.2 0.144
H 2.7066 -6.9473 -2.7294 0.0 -0.1 0.0 0.388
H 3.8326 -5.9123 -1.7833 0.0 -0.3 0.1 0.354
H 3.7461 -6.8276 -4.7372 0.0 -0.1 0.0 0.344
H 5.1346 -5.9854 -3.9432 -0.2 -0.4 0.2 0.329
H 4.3730 -5.2552 -5.2926 -0.4 0.0 -0.1 0.277
O -3.7951 3.6372 -0.8718 0.3 0.1 0.3 -0.689
H -3.3452 2.8518 -0.5097 -0.3 0.1 -0.4 0.249
H -3.3152 4.3893 -0.5023 0.0 -0.2 -0.1 0.310
O 3.8486 -1.3943 -2.2106 -0.4 0.0 0.3 -0.708
H 3.0797 -0.9635 -1.7649 0.6 0.2 -0.1 0.292
H 4.4651 -0.6682 -2.3526 -0.2 0.0 -0.2 0.244
O -0.0906 4.6411 1.5493 0.3 -0.6 0.1 -0.680
H 0.2344 3.7051 1.4261 -0.1 0.7 -0.1 0.202
H 0.5748 5.1894 1.1237 -0.1 -0.1 -0.1 0.288
O -4.7934 0.7318 -3.4231 0.1 0.2 -0.3 -0.639
H -5.1682 0.3728 -4.2347 0.2 0.0 0.1 0.241
H -3.9660 1.1871 -3.6896 -0.8 -0.2 0.1 0.414
O -0.5294 1.2833 3.3153 0.3 -0.1 -0.4 -0.710
H -0.5468 0.3112 3.1703 -0.1 0.7 -0.1 0.618
H -0.1534 1.6623 2.4857 -0.1 -0.5 0.6 0.040
O 2.1299 -2.6855 -4.1346 0.9 -0.9 0.2 -0.506
H 2.4802 -3.6237 -4.1061 -0.6 1.4 0.2 0.455
H 2.7451 -2.1626 -3.5796 -0.2 -0.4 -0.3 0.258
O -3.9695 -2.4126 -2.7383 0.3 -0.4 -0.3 -0.604
H -4.0551 -3.3427 -2.9847 0.1 0.2 0.0 0.269
H -3.1222 -2.1231 -3.1246 -0.4 0.2 0.3 0.316
O -0.4498 -2.3717 -5.1392 0.3 0.3 0.5 -0.730
H 0.5170 -2.4122 -4.9445 -0.8 0.0 0.0 0.375
H -0.8243 -1.8992 -4.3632 0.3 -0.1 -0.6 0.286
O 4.7543 0.7054 0.5880 0.3 0.1 -0.2 -0.502
H 5.5839 0.4588 1.0124 -0.2 0.1 0.0 0.209
H 4.9303 0.6612 -0.3640 -0.3 -0.1 0.3 0.228
C 4.1479 3.8301 -1.2295 -0.4 0.3 -0.8 -0.603
O 3.1339 3.6452 -0.2330 0.9 0.5 -0.3 -0.188
H 4.3725 2.8628 -1.6724 0.2 -0.1 0.3 0.080
H 3.7759 4.4224 -2.0780 -0.2 -0.1 0.2 0.320
H 5.0300 4.3656 -0.8635 0.1 -0.4 0.3 0.337
H 2.9655 4.5351 0.0950 -0.3 -0.3 0.3 0.150
C -2.2030 1.9169 -5.6830 0.0 -0.4 0.0 -0.526
O -2.4987 2.0976 -4.3117 0.4 -0.2 0.3 -0.571
H -2.5674 0.9474 -6.0467 0.0 0.1 0.0 0.256
H -2.7018 2.7172 -6.2252 0.0 0.0 0.0 0.262
H -1.1266 1.9470 -5.8869 -0.1 0.1 0.0 0.128
H -2.0957 1.3660 -3.8081 0.0 0.1 -0.3 0.141
C 1.8031 1.7139 -4.6074 -0.7 -0.3 -0.1 -0.388
O 2.6498 2.2679 -3.6238 0.2 -0.1 0.1 -0.597
H 1.9641 0.6411 -4.7690 0.2 0.1 0.0 0.157
H 0.7517 1.8167 -4.3127 0.0 0.1 -0.1 0.063
H 1.9410 2.2287 -5.5556 0.2 0.1 0.0 0.356
H 2.4723 1.7715 -2.8097 0.1 0.1 0.2 0.322
C 2.6651 3.4874 3.3800 0.2 0.1 -0.9 -0.394
O 3.5080 2.5165 2.7016 -0.6 0.2 0.0 -0.432
H 2.5592 4.3970 2.7703 0.3 -0.2 0.1 0.094
H 1.6539 3.0908 3.4358 0.2 -0.3 0.4 -0.018
H 3.1093 3.7599 4.3348 -0.3 -0.1 0.2 0.438
H 4.3910 2.5484 3.0647 0.1 0.1 0.1 0.187



[2]
109
Properties=species:S:1:pos:R:3:forces:R:3:mulliken_charge:R:1 method="wB97M-V/def2-TZVPD" largest_force_ev_per_a=2.6 total_energy_ev=-142747.012 molar_mass_g_mol=804.29
O -1.6324 2.4226 -3.0862 0.5 1.1 0.9 -0.743
P -1.2119 1.5040 -4.1469 0.4 -1.3 1.1 -0.526
N -0.0364 2.0019 -5.1530 0.1 -0.2 -0.4 0.629
C 1.0877 1.1864 -5.5090 0.8 0.5 -0.6 -1.041
C -0.0147 3.3129 -5.7284 -1.0 2.2 0.2 -1.120
N -2.5732 1.2698 -5.0213 -0.8 0.2 0.4 0.401
C -2.7181 0.6549 -6.2988 1.8 -0.1 0.0 -1.084
C -3.7992 1.6920 -4.3336 0.5 -0.6 0.4 -1.031
N -0.5220 0.0805 -3.5064 -1.7 0.7 -0.5 1.156
C 0.5241 0.1421 -2.4948 -0.3 0.7 0.3 -0.860
C -1.0249 -1.2461 -3.7840 0.5 0.0 -1.2 -1.031
H 1.9702 1.6839 -5.1485 0.8 0.2 0.2 0.356
H 1.1944 1.1677 -6.5954 -0.1 -0.3 -0.1 0.308
H 1.0986 0.1960 -5.0822 -0.4 -0.1 -0.1 0.247
H -0.0635 3.3741 -6.8266 0.0 -0.6 0.1 0.335
H 0.8646 3.9082 -5.4330 0.1 -0.5 0.0 0.351
H -0.8705 3.9560 -5.3689 0.6 -1.0 -0.2 0.241
H -3.2504 1.2250 -7.0317 -0.1 0.8 -0.4 0.346
H -1.7130 0.3831 -6.6503 -0.2 0.3 -0.3 0.325
H -3.2113 -0.2626 -6.2168 -1.1 -1.7 0.2 0.445
H -4.6663 1.4272 -4.8715 -0.9 -0.6 -1.1 0.460
H -3.8948 1.2129 -3.3641 0.1 0.1 0.3 0.235
H -3.8335 2.7476 -4.2149 0.1 0.9 0.3 0.260
H 0.8288 1.2034 -2.3968 -0.2 -0.5 0.2 0.180
H 0.1972 -0.2691 -1.4924 0.4 0.4 -1.2 -0.324
H 1.4045 -0.3865 -2.8602 0.2 -0.3 0.3 0.441
H -0.9734 -1.8090 -2.8884 -0.1 -0.7 1.1 0.284
H -0.3495 -1.7637 -4.5030 -0.4 0.1 0.1 0.197
H -2.0600 -1.3017 -4.1547 0.4 0.4 0.0 0.246
C 3.1753 1.7480 4.2924 -0.1 -1.5 0.1 -0.443
S 2.8435 3.2891 3.4886 0.3 -0.2 -0.8 0.223
O 2.6562 2.8834 2.0461 -0.4 0.5 0.6 -0.422
C 1.2338 3.5977 4.2813 0.3 -1.1 0.1 -0.567
H 3.6549 1.8821 5.2549 -0.1 0.2 0.3 0.523
H 3.8146 1.0368 3.7007 -0.7 1.0 0.2 0.034
H 2.1699 1.3183 4.4147 0.5 -0.4 0.1 0.007
H 1.0363 4.6112 3.9907 -0.7 0.4 0.1 0.418
H 1.3689 3.4820 5.3720 0.1 0.4 -0.4 0.402
H 0.4599 2.8538 3.9819 0.6 0.7 -0.3 -0.153
C -0.3184 3.0219 -0.0055 -1.8 0.6 1.6 0.152
S -1.9367 2.7957 0.8714 1.2 -0.2 0.3 0.837
O -1.9269 3.6762 2.0833 0.0 -0.1 0.1 -0.758
C -2.8987 3.6061 -0.3339 -0.9 -1.4 -1.9 -0.840
H 0.4186 2.6657 0.6752 0.8 0.4 0.6 -0.635
H -0.2517 4.0473 -0.3480 0.3 0.1 0.1 0.673
H -0.4001 2.3271 -0.7711 -0.1 -1.0 -1.9 -0.115
H -2.6785 3.1619 -1.3416 -0.1 0.2 0.9 0.054
H -2.6427 4.6229 -0.3671 0.4 1.5 0.1 0.429
H -3.9649 3.4782 -0.1488 0.1 0.0 0.3 0.378
C 5.4452 1.5157 0.8800 -1.4 -0.6 -1.2 -0.628
S 5.2873 1.9070 -0.9155 1.1 -0.8 0.4 0.360
O 5.0586 0.6331 -1.6616 -0.2 0.2 0.1 -0.613
C 3.7690 2.8039 -0.7776 -0.4 0.8 -0.5 -0.553
H 5.5905 2.4715 1.2876 0.4 1.3 0.9 0.475
H 6.2375 0.8273 1.1340 0.2 -0.1 -0.3 0.408
H 4.4630 1.1646 1.2127 0.2 -0.2 0.0 -0.167
H 3.7030 3.4606 -1.6607 -0.2 -0.6 0.0 0.450
H 3.8731 3.5209 0.0357 -0.2 -0.3 0.4 0.296
H 2.8966 2.1371 -0.6713 0.4 0.3 0.1 -0.036
C 4.2765 -2.7252 0.7663 -0.5 0.1 0.8 -0.300
S 4.4908 -2.4736 2.5631 1.3 0.0 -1.6 0.322
O 3.4787 -1.4717 2.9597 -0.7 0.7 0.3 -0.467
C 3.8464 -4.0255 2.9946 -0.4 -0.9 0.0 -0.806
H 3.2155 -2.9200 0.6456 -0.3 -0.2 0.0 -0.100
H 4.8507 -3.5718 0.3735 0.1 0.5 0.1 0.429
H 4.4354 -1.7542 0.3319 0.6 0.2 -0.6 0.091
H 3.7838 -3.9855 4.0565 0.1 -0.5 1.0 0.415
H 4.3718 -4.8900 2.5891 0.4 0.2 0.3 0.388
H 2.8544 -4.1170 2.6067 -0.8 0.1 -0.3 0.031
C -4.5929 -2.2531 -1.0968 0.3 0.5 -0.1 -1.269
S -3.5918 -1.0502 -0.2280 0.3 0.6 0.8 1.067
O -4.4559 0.1269 0.0999 0.0 -0.2 -0.3 -0.738
C -3.5211 -1.9393 1.3672 -0.3 -0.5 -0.7 -0.851
H -4.8863 -1.8493 -2.0716 0.4 -0.3 0.1 0.345
H -5.4682 -2.3646 -0.5180 -1.2 -0.3 0.7 0.439
H -4.0351 -3.1799 -1.1009 0.1 -0.2 -0.5 0.347
H -2.9947 -2.8973 1.2606 -0.2 0.2 0.0 0.264
H -4.5686 -2.0804 1.6686 0.3 0.0 0.0 0.536
H -2.9784 -1.3190 2.0687 0.0 0.2 0.0 -0.117
C 0.5942 -5.4080 -0.8765 -0.5 0.6 -1.3 -0.504
S 0.9433 -6.6217 0.2770 1.9 -1.4 1.1 0.356
O 2.2763 -6.2614 0.9010 -1.3 -0.1 0.0 -0.565
C -0.3965 -6.3209 1.3917 -1.0 0.8 1.2 -0.170
H -0.2991 -5.8239 -1.3961 0.3 0.9 0.1 0.416
H 1.4397 -5.4620 -1.5531 0.1 0.0 -0.4 0.352
H 0.5765 -4.3777 -0.4944 -0.5 -0.2 0.0 -0.078
H -0.4127 -5.2762 1.7782 0.2 -0.7 -0.2 -0.365
H -0.3930 -7.0312 2.2213 0.5 0.1 0.0 0.396
H -1.3718 -6.5143 0.9345 0.3 0.1 -0.5 0.389
C 0.4829 0.1016 1.4159 -0.3 0.3 -0.1 0.467
S -0.3138 -1.4376 1.0073 -0.2 0.2 0.2 0.825
O 0.5460 -2.1508 0.0384 0.6 -1.0 -0.7 -0.583
C -0.0701 -2.2729 2.5916 1.3 1.2 0.5 -0.467
H -0.3696 0.5768 1.8723 -0.1 0.7 0.5 -0.304
H 0.7828 0.7275 0.5307 -0.1 -1.3 0.9 -0.378
H 1.2303 -0.0740 2.1908 0.4 0.3 -0.4 0.172
H -0.3886 -3.2944 2.5210 0.0 -0.5 -0.2 -0.108
H -0.5619 -1.7814 3.4231 -0.6 0.3 -0.1 0.251
H 1.0078 -2.1401 2.8331 -0.4 -0.6 -0.3 0.038
C -2.0395 1.2923 6.3107 1.0 0.3 0.3 -1.146
S -1.9293 1.6652 4.5571 -0.6 0.3 0.2 0.665
O -1.1079 0.5632 3.9847 0.3 -0.3 -0.2 -0.547
C -3.6230 1.1664 4.1805 -0.4 -0.6 -0.3 -0.910
H -0.9695 1.3260 6.7122 -1.7 -0.1 -0.4 0.280
H -2.5136 0.3215 6.3932 0.3 -0.3 0.2 0.326
H -2.7034 2.0271 6.7748 0.3 0.1 0.1 0.438
H -4.4146 1.7909 4.6592 0.7 -0.2 -0.7 0.423
H -3.7167 0.1448 4.5710 0.1 0.1 0.1 0.356
H -3.6840 1.0257 3.0735 -0.2 0.8 0.8 0.076